[1]
Molecular formula: C45H42I2N5O4RbTe
Method: DFT, ωB97M-V with the def2-TZVPD basis set

Last column: Löwdin charge in e.
Geometry (Å):
I 5.083472 6.589927 3.264795  0.747
I 6.473998 0.845111 2.242449  0.863
Te -0.715828 -0.606600 -4.301190  1.345
Rb 1.187444 -1.045190 0.239246  0.720
O 1.155587 -3.495214 1.666405  -0.178
O 3.472868 0.823538 1.506815  -0.194
O 0.977545 1.703246 -3.585050  -0.121
O 0.397620 1.445617 -1.436699  -0.142
N -1.073985 -4.325435 1.306013  0.007
N -1.360098 -3.138178 0.722119  0.036
N -1.068299 0.652028 5.058407  0.095
N 0.754082 1.748018 2.276181  -0.028
N -2.015751 -0.902487 -0.688334  0.115
C -2.440767 0.380037 -0.923592  -0.128
C -2.508028 0.570689 -4.397380  -0.401
C 2.216032 4.076262 -1.607872  -0.217
C -2.460018 -3.190864 0.011429  -0.284
C 4.731328 2.808122 -1.549530  -0.005
C -3.354748 -4.401011 -0.067812  -0.069
C 2.372825 2.745587 -1.955754  -0.059
C -4.201840 -2.637729 -5.505584  -0.054
C 1.396945 2.818480 1.514822  -0.172
C -1.065961 1.301425 3.922577  -0.277
C -5.393710 -2.142891 -6.139315  -0.075
C 3.623512 2.111698 -2.020291  -0.202
C -3.639745 -0.369966 -4.835141  -0.267
C 1.804336 -6.089682 2.717089  -0.020
C -3.783178 0.705610 -1.011425  -0.111
C 0.489944 -5.524686 2.583276  -0.145
C 5.482836 3.648167 2.835867  -0.280
C 0.935898 4.877086 -1.461113  -0.031
C -4.739886 -0.271153 -0.857279  -0.089
C 3.756533 1.995136 1.932249  -0.476
C 4.635289 4.134692 -1.083476  -0.254
C -2.938769 -1.818344 -0.476947  -0.259
C 0.159883 2.168311 3.588765  -0.135
C -2.066017 -2.227436 -4.219930  -0.485
C -3.073404 0.246721 3.113656  -0.065
C -2.055225 -0.290262 5.220318  -0.161
C -4.346225 -1.591495 -0.547288  -0.018
C 2.077669 -7.132922 3.572916  -0.121
C 4.520486 4.611483 2.829817  -0.788
C 5.817493 4.891903 -0.567615  -0.054
C -3.387035 -1.755398 -4.838623  -0.292
C -0.187389 -7.123991 4.262850  -0.126
C 1.059639 -7.690648 4.323367  -0.140
C -2.089594 1.169914 2.947965  -0.035
C 0.187650 -4.333336 1.748707  -0.495
C 3.372116 4.713221 -1.151442  -0.034
C 2.809384 3.092059 1.962852  -0.141
C 5.120207 2.356161 2.383959  -0.687
C -2.966855 -0.653614 4.246850  -0.063
C 3.249133 4.347067 2.336028  -0.148
C -4.877886 0.064798 -5.292405  -0.070
C 1.142065 1.884436 -2.376068  -0.669
C -0.467359 -6.063140 3.407823  -0.056
C 3.901795 0.744461 -2.566664  -0.027
C -5.762148 -0.770045 -5.975559  -0.097
H 0.760985 3.681990 1.573317  0.103
H -2.702442 -5.263514 -0.153386  0.058
H 0.859118 2.141146 4.394563  0.096
H -5.953613 -2.860455 -6.744656  0.082
H 6.063329 5.782588 -1.120478  0.062
H 3.194728 5.735749 -0.768451  0.124
H -2.335973 1.356260 -5.135897  0.050
H 3.104999 -7.490151 3.649663  0.095
H 3.552781 0.655518 -3.573575  0.069
H -5.011898 1.156838 -5.382948  0.114
H 5.631008 2.244067 -1.496555  0.096
H -2.608399 0.991957 -3.360917  0.037
H 1.185147 -8.525216 5.071600  0.107
H -4.126495 -4.366343 -0.824516  0.052
H -1.887991 -0.910215 6.140274  0.104
H -2.220690 1.840633 2.042511  0.135
H 0.033674 4.340261 -1.661749  0.066
H -2.229686 -2.514001 -3.171164  0.040
H 0.967890 5.783609 -2.059135  0.070
H -3.547891 -1.590237 4.391709  0.101
H 5.607533 5.234494 0.460231  0.035
H 2.574002 -5.614856 2.092917  0.114
H -1.858162 -3.136157 -4.714509  0.026
H -3.708482 0.082103 2.294906  0.073
H 6.392273 3.868272 3.352474  0.065
H 0.911554 5.240323 -0.410784  0.077
H 6.722185 4.258218 -0.527889  0.084
H -6.609472 -0.324526 -6.395001  0.065
H -5.008872 -2.458735 -0.458918  0.092
H 2.512234 5.175053 2.287865  0.101
H 3.525763 -0.136521 -1.982011  0.094
H -5.822829 -0.063062 -1.058348  0.111
H 1.408980 2.511593 0.465920  0.091
H -0.088606 3.260035 3.573727  0.124
H -4.016893 -3.709193 -5.529290  0.105
H 1.452479 1.066266 2.459651  0.056
H -1.670109 1.105240 -1.176116  0.082
H -3.863960 -4.418019 0.935167  0.094
H -1.523179 -5.724137 3.350795  0.113
H -3.995884 1.672297 -1.404304  0.092
H -0.974788 -7.482731 4.936109  0.094
H 4.979786 0.724264 -2.669036  0.064

Forces on the atoms, in the same order (eV/Å):
-0.0986 0.0198 0.1270
0.7527 -0.6040 0.0546
0.6542 0.0145 -0.0226
-0.2779 0.3842 0.0597
-1.7495 -0.9567 -0.5386
-0.1364 0.8983 0.4700
-0.1090 -0.0271 -1.0806
0.8657 0.4156 -0.5471
1.2606 0.1042 0.2904
-1.7730 -0.2814 -1.5633
-1.0697 -0.8133 0.1200
-1.5072 0.8646 1.0064
-0.1838 2.0910 -0.0734
0.3305 -1.7410 -0.1464
-0.2699 -0.0799 0.8099
0.9625 -0.0977 0.8285
0.6314 1.9616 0.1702
-0.8558 0.9001 0.2722
0.1627 0.5915 1.3995
-1.4514 -1.4532 -1.2114
-2.3954 0.7973 -0.7728
0.5189 -0.6816 -0.2753
0.6400 1.0948 -1.1268
0.6484 0.6124 0.8329
0.0343 0.9461 0.7717
0.1434 -0.2533 0.4068
-0.8538 1.5044 -1.0450
0.7067 -0.1501 -0.2711
1.4194 -1.3660 0.8322
-0.5528 -1.9607 0.0866
0.7381 0.1536 0.8425
-1.5389 -1.7010 -0.0234
1.0389 -0.1421 -0.2428
-0.5296 -0.6785 -0.7778
-0.7982 -1.7945 0.9277
-0.3997 0.5214 -1.0487
-1.9488 0.2011 0.4724
1.3308 -1.9546 1.8570
1.2717 -0.7737 0.3732
1.0064 1.0664 -0.6074
0.7107 -0.1223 -0.3588
-0.4957 0.7145 -0.5036
0.3390 -0.4292 1.1203
1.5315 0.3647 0.5450
-0.7794 0.0113 0.3509
-0.1051 -0.9847 1.5819
-0.4125 1.4160 -0.6944
1.5103 0.9682 0.4209
-0.0458 1.0652 0.2435
0.7488 0.0743 0.1700
-1.5516 1.1822 -0.0337
-0.3287 0.8655 -0.2583
-1.4080 0.6759 0.1558
0.7089 1.0502 -0.8724
-0.3264 0.2805 1.5367
-1.6797 -0.3478 0.0806
-0.1227 -0.4400 0.4033
2.0767 -2.2765 0.5818
-0.1861 0.6770 0.0784
-0.2476 -0.2771 0.0262
0.5971 -0.5144 0.7626
-0.1659 0.4441 0.2407
-0.0340 0.3443 -0.5377
0.5250 -0.3873 -0.1759
-0.1875 0.0239 0.2499
-0.2528 -0.0528 -0.0314
-0.6804 -0.1090 -0.6283
-0.2606 -0.5532 0.4015
0.9634 -0.0126 0.0775
-0.2723 -0.2284 -1.1910
0.2892 0.9198 -1.0301
0.0614 0.0850 -0.3650
-0.5407 0.6210 -0.8844
0.9156 -0.8463 1.2253
-0.4754 -0.4850 -0.1881
0.0032 0.2765 -0.0836
0.0112 0.0315 -0.3371
0.2257 1.0170 -0.3009
0.1682 -0.1814 -0.2880
-0.1908 -0.3180 0.4408
0.9873 -0.9351 -0.6916
-1.2179 -0.3064 -0.7180
0.7881 -0.2180 -0.2663
-0.2133 -0.2903 -0.4774
-0.4125 0.2060 -0.0045
-1.2803 0.2384 -0.7213
0.0305 0.7035 0.0601
0.4922 -0.5052 0.0393
0.3376 0.9001 -0.3274
1.0880 -0.0728 0.3374
-0.0323 -0.0882 0.0504
-0.2339 -0.7747 -0.4586
0.2393 0.2204 -0.0789
0.6952 -0.7813 0.1425
0.1836 -0.1706 0.2413
0.3040 -0.4811 -0.7515
0.9745 0.0736 0.0120
-0.5052 0.7144 0.1416
0.2272 0.0210 -0.3608
0.2938 -0.6293 0.2640

DFT total energy: -3202.28732 Eh
Charge: -2
Highest occupied orbital energy: -2.35 eV
Strongest force on any atom: 3.14 eV Å⁻¹
Kohn-Sham gap: 5.81 eV
Relative energy (zero: lowest compared OMol25 entry of this formula, charge and spin): 108.2 kJ/mol

[2]
Molecular formula: C4H24O10
Method: DFT, ωB97M-V with the def2-TZVPD basis set

Last column: Löwdin charge in e.
Geometry (Å):
O -3.104208 -0.315198 2.216073  -0.052
O -1.316288 0.153022 -0.440517  -0.035
O 1.577402 0.809182 -1.052807  -0.065
O 2.359212 3.123282 1.899303  -0.096
O -0.590758 -2.266618 -2.134327  -0.034
O -3.478238 -1.409138 -1.670017  -0.040
O 3.597062 0.695192 0.771683  -0.077
O 0.591822 0.479122 2.105763  -0.066
O -3.257418 -2.682458 0.591263  -0.053
O -1.528038 0.289762 -3.816917  -0.028
C 2.387242 -0.386038 -1.044527  -0.189
C 1.089242 2.984082 2.509293  -0.193
C 3.309062 -0.555548 0.179133  -0.220
C 0.159082 1.808192 1.864183  -0.203
H 0.624252 3.952752 2.326053  0.110
H 4.274592 -0.995118 -0.071137  0.123
H 2.850782 2.300112 1.947703  0.040
H 2.812122 -1.234308 0.872273  0.116
H -1.304518 -2.434078 -2.749747  0.025
H -0.019888 -3.030678 -2.215247  0.050
H -3.115698 -2.064448 -0.125827  -0.031
H -1.541838 0.179142 -2.866227  -0.009
H -0.008378 1.942052 0.795473  0.096
H 3.038052 -0.293808 -1.914037  0.117
H -3.248548 -1.399588 -2.599207  0.039
H 4.297102 0.605872 1.422503  0.109
H 1.723672 -1.243188 -1.158787  0.107
H -1.022868 -0.328698 0.332843  0.047
H 2.227712 1.448382 -0.752627  0.081
H -3.432948 -1.145448 1.871323  -0.009
H -0.525778 0.263072 -0.968927  0.018
H -0.788318 1.876232 2.398883  0.111
H -1.455398 -0.600468 -4.161077  0.023
H 1.222732 0.297552 1.405343  0.033
H -4.156478 -2.988028 0.470563  0.052
H -2.765958 -0.934238 -1.241837  -0.009
H 1.357922 2.922082 3.563843  0.110
H -2.837518 0.178022 1.440283  0.002

Forces on the atoms, in the same order (eV/Å):
0.0968 0.5032 0.4234
-0.8550 -0.0062 -0.2616
0.5361 -1.1208 0.7964
0.3941 0.1359 -0.9547
0.2075 0.2780 0.0365
-0.5646 -0.0960 -0.5456
-0.4129 0.6272 -0.0411
0.4160 0.1223 -0.2270
0.2104 -0.2945 1.0830
-0.2356 0.1221 -0.2065
0.5258 0.5699 -0.8330
-0.0190 -1.0452 -1.0968
-0.2014 -0.4744 0.3518
0.5102 1.4663 1.8336
-0.4063 -0.1585 0.0740
-0.2335 -0.3929 -0.5152
-0.2033 -0.1813 -0.0111
0.0097 0.0548 0.4336
-0.2187 -0.2396 0.0075
0.1553 -0.2622 0.0009
-0.2097 -0.5215 -0.2489
0.0688 0.0824 0.3361
0.1574 0.4424 0.0953
-0.0518 -0.3518 -0.2643
-0.1952 0.1356 -0.2478
0.0946 -0.1771 -0.0512
0.1068 0.0688 0.0252
0.2448 -0.2306 0.5117
-0.2563 0.9337 0.1383
0.0184 -0.5798 -0.2015
0.5990 0.1793 -0.1147
-0.1844 0.1678 -0.1726
0.2268 -0.1255 -0.1958
0.2579 -0.1401 0.0043
-0.1955 -0.0820 -0.1605
0.7400 0.9386 0.0043
-1.1032 -0.5967 0.3690
-0.0300 0.2482 -0.1748

DFT total energy: -919.13048 Eh
Highest occupied orbital energy: -9.62 eV
Strongest force on any atom: 2.40 eV Å⁻¹
SMILES: OCCO.OCCO.O.O.O.O.O.O
Kohn-Sham gap: 9.55 eV
Relative energy (zero: lowest compared OMol25 entry of this formula, charge and spin): 251.6 kJ/mol

[3]
Molecular formula: H30O15
Method: DFT, ωB97M-V with the def2-TZVPD basis set

Last column: Löwdin charge in e.
Geometry (Å):
O -1.263551 -2.408081 1.391618  -0.088
O 0.574951 -0.603275 3.799713  0.013
O -2.632263 -0.517635 1.493896  -0.125
O 0.520915 -0.392323 -2.692112  -0.020
O 2.405423 2.778069 -1.832589  -0.070
O -0.044366 -0.187109 0.550637  -0.035
O -3.016455 1.411181 -2.063602  -0.060
O -0.226659 3.780878 -1.469392  -0.069
O 3.834930 -2.849821 -1.956844  -0.039
O 2.595004 1.721400 3.897781  -0.023
O 4.986434 0.381031 0.570412  -0.024
O 1.644732 -3.452514 -0.333300  -0.047
O -1.270092 4.334798 0.463384  -0.057
O -4.755104 -1.316481 0.580797  -0.014
O -1.237548 -2.066445 -1.442258  -0.035
H -2.278348 -2.402496 1.375300  0.083
H 2.517430 -3.852908 -0.149539  0.051
H -3.460411 -0.329302 2.082336  0.126
H -0.080777 0.064129 -3.334197  0.070
H -2.054792 -2.339900 -1.810988  0.023
H -5.461803 -1.739664 0.086973  0.066
H 0.400710 -1.266979 -2.774668  -0.058
H -0.328702 -0.397802 3.550543  0.031
H 2.510180 2.715973 -0.893400  0.009
H 2.926538 -2.471313 -1.952421  0.039
H 4.211572 0.840118 0.232803  0.023
H 3.031955 2.127403 -2.256511  0.069
H -2.882073 0.038589 0.736104  0.059
H -1.168291 -1.763656 2.063300  -0.012
H -1.668623 3.549766 0.756331  0.000
H 1.225723 -4.221978 -0.668722  0.015
H -0.130495 4.227172 -2.365210  0.086
H -1.367429 -2.174157 -0.485955  0.004
H -0.947552 -0.463321 0.587923  -0.047
H 3.738471 -3.299196 -2.745423  -0.015
H 3.460758 2.147727 3.743932  0.052
H -3.604554 0.870919 -1.578768  -0.014
H 2.100681 1.744690 3.142088  -0.033
H -0.822832 4.859862 1.147590  0.053
H -2.746315 0.965228 -2.940850  0.088
H -5.201802 -1.177986 1.358022  -0.001
H 1.080847 -0.633187 3.076533  -0.045
H -0.351300 2.939514 -1.797954  -0.031
H -0.073391 -0.091300 -0.397010  0.004
H 5.308266 0.920364 1.253676  -0.002

Forces on the atoms, in the same order (eV/Å):
-2.5147 -2.4839 -0.8513
-3.1712 0.0420 4.7833
-3.2967 2.5910 1.9893
0.2995 6.1084 -0.5663
1.0206 -0.9308 -1.8345
0.3083 0.7545 -0.2409
1.9160 0.3934 -2.7274
0.8916 3.3686 -2.5779
-1.0520 1.8259 1.8480
2.8031 0.1947 3.3093
-0.6991 -0.9910 -1.4396
1.3014 0.1505 0.5509
0.2956 2.7265 0.2882
0.4660 -0.9092 -3.1880
0.5431 0.2328 0.4325
2.1502 -0.4082 -0.1330
-0.1670 0.8395 0.0301
2.5101 -0.5075 -1.2873
0.9492 -0.8685 0.9546
-1.1897 -0.4522 -0.6754
0.0271 -0.1890 -0.6401
-1.0633 -4.9795 -0.3067
0.2138 0.1482 -0.2500
0.0619 -0.1574 0.7056
0.7607 0.0524 0.9214
-0.0194 -0.1338 -0.0171
-0.9780 0.9909 0.9680
0.2869 -0.2330 0.0599
0.9095 0.8999 0.9633
-0.4757 -1.3517 1.2447
-1.3054 -0.9297 -0.5710
0.0943 -0.2531 1.7189
0.5964 -0.1519 0.2398
-0.6554 -0.4751 1.1206
0.4986 -1.8953 -2.7999
-0.9232 -0.3285 -0.1305
-0.9666 -1.2379 0.3023
-1.8442 0.1913 -3.1673
-0.5791 -0.9247 0.0599
-1.0069 0.7786 2.4532
-1.4628 0.7083 3.3403
2.8482 -0.1588 -4.6252
-0.3576 -3.4507 -0.5605
1.2537 0.3112 -1.1583
0.7221 1.0932 1.4641

DFT total energy: -1146.41412 Eh
Highest occupied orbital energy: -9.77 eV
Strongest force on any atom: 6.14 eV Å⁻¹
Kohn-Sham gap: 9.17 eV
Relative energy (zero: lowest compared OMol25 entry of this formula, charge and spin): 593.2 kJ/mol

Q: What is the relative energy (zero: lowest compared OMol25 entry of this formula, charge and spin) in the third record?
A: 593.2 kJ/mol

Q: What is the relative energy (zero: lowest compared OMol25 entry of this formula, charge and spin) in the second record?
A: 251.6 kJ/mol

Q: What is the relative energy (zero: lowest compared OMol25 entry of this formula, charge and spin) in the second record?
A: 251.6 kJ/mol